A molecular structure, C3H2O3Pb at a distorted geometry. Source: the Open Molecules 2025 dataset; level of theory: wB97M-V/def2-TZVPD.

Summary:
Energy (Eh): -534.0099
Charge: -1
2S+1: 2
Maximum force (eV/Å): 1.817
HOMO level (spin up / spin down) (eV): -2.32 / -4.62

Geometry (Å):
1 O -1.00 1.45 0.16
2 O -0.32 -0.50 -0.44
3 O 1.19 1.15 -0.20
4 C -2.15 0.58 0.41
5 C -1.62 -0.63 0.11
6 C 0.03 0.75 -0.24
7 H 2.72 -1.50 0.18
8 Pb 3.19 0.32 0.00
9 H -2.05 -1.62 0.01